P:
Computed, not measured: the molecule C5H10O, with ωB97M-V/def2-TZVPD.

## Properties
E_HOMO (eV): -8.2
Kohn-Sham gap (hartree): 0.34368
LUMO energy (eV): 1.125

Geometry as XYZ:
```
16
C5H10O (ωB97M-V/def2-TZVPD)
C -2.40094 -0.33065 -0.65084
C -1.09648 -0.28252 -1.46374
C -0.05244 0.40462 -0.61538
C 1.53428 0.70598 1.66184
C 1.98949 -0.10652 0.46822
O 0.91522 -0.45868 -0.44651
H -2.71536 0.68106 -0.37525
H -2.26686 -0.90496 0.27462
H -3.19961 -0.80785 -1.22869
H -1.25159 0.33029 -2.36149
H -0.78153 -1.29137 -1.76553
H 0.56902 0.32913 2.01491
H 2.26987 0.60412 2.46575
H 1.39979 1.76033 1.41806
H 2.36744 -1.08082 0.78471
H 2.78033 0.39349 -0.10117
```


Q:
Computed, not measured: a structure of composition C5H10O, with ωB97M-V/def2-TZVPD.

## Properties
E_HOMO (eV): -9.2
Kohn-Sham gap (hartree): 0.37329
LUMO energy (eV): 0.968

Geometry as XYZ:
```
16
C5H10O (ωB97M-V/def2-TZVPD)
C -1.61577 0.40859 0.77030
C -0.98515 -0.33523 -0.38185
C -0.14192 0.39562 -1.42870
C 0.47586 -0.57028 -0.48320
C 1.49521 0.07930 0.73354
O 1.07582 -1.77165 -0.82879
H -2.53594 0.90080 0.44109
H -1.87112 -0.27384 1.58885
H -0.95080 1.18092 1.17196
H -1.59476 -1.14891 -0.77725
H -0.25821 0.14095 -2.47977
H 0.07924 1.44084 -1.23345
H 2.61293 -0.00952 0.62065
H 1.26971 -0.29167 1.74802
H 1.29769 1.13420 0.65180
H 1.64720 -1.28012 -0.11320
```


The structure with the most favorable energy is P; the runner-up is 0.449 eV above it.